DFT (ωB97M-V with the def2-TZVPD basis set) results for C6H11O2 as an isolated structure at a distorted geometry.

Results
DFT total energy	-10482.909	eV
Kohn-Sham gap (alpha / beta)	8.48 / 8.49	eV
ΔE to the lowest compared entry with this formula, charge and spin	3.7435	eV
highest occupied orbital energy (alpha / beta)	-14.91 / -14.91	eV

Geometry as ORCA input:
```
! RIJCOSX wB97M-V def2-TZVPD def2/J DEFGRID3
* xyz 1 1
C -2.03 -1.99 -0.32
C -1.50 -0.98 -1.97
C -1.36 -0.59 -0.45
C 1.73 1.46 1.07
C -0.64 0.46 0.19
C 1.06 0.17 0.53
O 1.71 -0.28 -0.67
O -2.12 -2.34 -1.88
H -1.41 -2.72 0.21
H -2.96 -2.04 0.07
H -2.01 -0.17 -2.41
H -0.42 -1.02 -2.37
H 1.85 1.35 2.12
H 2.67 1.37 0.51
H 1.07 2.34 0.85
H -1.10 0.63 1.19
H -0.59 1.39 -0.29
H 0.95 -0.77 1.23
H 2.32 0.34 -0.91
*
```

Now the natural (NBO) charges, all in e: -0.154 -0.169 0.447 -0.640 -0.594 0.232 -0.677 -0.460 0.270 0.259 0.251 0.278 0.253 0.230 0.238 0.276 0.270 0.213 0.478

=====

DFT (ωB97M-V with the def2-TZVPD basis set) results for a 2-piece molecular cluster, C6H11O3 overall at a distorted geometry.

Results
DFT total energy	-12537.220	eV
Kohn-Sham gap (alpha / beta)	8.31 / 9.05	eV
ΔE to the lowest compared entry with this formula, charge and spin	0.2490	eV
highest occupied orbital energy (alpha / beta)	-7.36 / -10.17	eV

Geometry as ORCA input:
```
! RIJCOSX wB97M-V def2-TZVPD def2/J DEFGRID3
* xyz 0 4
O -0.50 0.03 0.65
O 0.47 0.71 0.28
H -0.75 -0.98 2.49
C -1.33 -1.89 2.43
C -0.63 -3.14 2.20
C -1.15 -4.36 3.02
C -2.68 -4.37 3.08
C -3.26 -3.05 3.59
C -2.76 -1.83 2.75
O -3.09 -0.70 3.54
H -0.64 -3.42 1.14
H 0.42 -2.96 2.48
H -0.79 -5.30 2.60
H -0.75 -4.27 4.04
H -3.09 -4.57 2.08
H -3.02 -5.17 3.75
H -4.35 -3.09 3.56
H -2.97 -2.91 4.65
H -3.31 -1.89 1.79
H -2.88 0.11 3.04
*
```

Now the natural (NBO) charges, all in e: -0.007 0.007 0.185 -0.110 -0.481 -0.386 -0.404 -0.398 0.028 -0.713 0.208 0.219 0.208 0.197 0.191 0.212 0.211 0.208 0.158 0.466

=====

DFT (ωB97M-V with the def2-TZVPD basis set) results for a 2-piece molecular cluster, C6H11OP overall at a distorted geometry.

Results
DFT total energy	-17730.678	eV
Kohn-Sham gap (alpha / beta)	8.80 / 7.58	eV
ΔE to the lowest compared entry with this formula, charge and spin	6.2620	eV
highest occupied orbital energy (alpha / beta)	-8.20 / -7.19	eV

Geometry as ORCA input:
```
! RIJCOSX wB97M-V def2-TZVPD def2/J DEFGRID3
* xyz 0 1
C -2.50 0.97 0.16
C -0.30 -2.01 0.92
C -1.38 0.89 0.82
C 0.07 -1.97 -0.36
C 0.95 1.41 -1.41
C 0.92 0.25 -0.46
O 0.55 -0.91 -1.05
P 1.81 0.38 1.10
H -3.41 1.36 0.62
H -2.62 0.65 -0.87
H -0.71 -2.92 1.32
H -0.26 -1.15 1.56
H -1.13 1.18 1.82
H -0.01 -2.82 -1.02
H 1.05 2.34 -0.86
H 1.78 1.32 -2.11
H 0.03 1.44 -2.00
H 3.09 0.57 0.56
H 2.07 -0.99 1.24
*
```

Now the natural (NBO) charges, all in e: -0.525 -0.495 -0.169 0.136 -0.687 0.115 -0.509 0.292 0.202 0.201 0.219 0.212 0.167 0.193 0.231 0.217 0.232 -0.032 -0.002

=====

DFT (ωB97M-V with the def2-TZVPD basis set) results for C6H11P as an isolated structure at a distorted geometry.

Results
DFT total energy	-15683.582	eV
Kohn-Sham gap (alpha / beta)	8.32 / 7.49	eV
ΔE to the lowest compared entry with this formula, charge and spin	4.2616	eV
highest occupied orbital energy (alpha / beta)	-7.91 / -7.39	eV

Geometry as ORCA input:
```
! RIJCOSX wB97M-V def2-TZVPD def2/J DEFGRID3
* xyz 0 1
C 2.51 -0.26 0.22
C 1.85 -1.25 -0.75
C 1.12 0.27 0.74
C 0.79 1.61 0.33
C -2.20 -0.72 0.64
C -1.10 -1.13 -0.39
P 0.46 -1.47 0.43
H 2.91 -0.82 1.13
H 3.12 0.46 -0.22
H 1.62 -0.87 -1.66
H 1.67 2.12 -0.28
H 0.38 2.27 1.16
H 0.01 1.70 -0.44
H -1.76 0.28 1.12
H -3.20 -0.75 0.23
H -2.25 -1.54 1.42
H -0.75 -0.27 -1.16
H -1.28 -2.12 -0.85
*
```

Now the natural (NBO) charges, all in e: -0.497 -0.415 -0.152 -0.717 -0.621 -0.750 0.786 0.210 0.208 0.166 0.216 0.247 0.220 0.216 0.224 0.215 0.212 0.232

=====

DFT (ωB97M-V with the def2-TZVPD basis set) results for a 2-piece molecular cluster, C6H11P overall at a distorted geometry.

Results
DFT total energy	-15684.036	eV
Kohn-Sham gap	9.29	eV
ΔE to the lowest compared entry with this formula, charge and spin	3.8069	eV
highest occupied orbital energy	-8.96	eV

Geometry as ORCA input:
```
! RIJCOSX wB97M-V def2-TZVPD def2/J DEFGRID3
* xyz 0 1
C 2.55 -0.67 0.51
C 2.05 0.42 1.04
C 0.07 0.99 0.49
C -1.89 0.42 -1.16
C -0.67 -1.43 0.17
C -0.54 0.01 -0.39
P -0.02 2.60 0.96
H 3.54 -0.96 0.68
H 2.07 -1.41 -0.20
H 2.36 1.10 1.70
H -2.25 -0.51 -1.70
H -1.57 1.12 -1.84
H -2.66 0.70 -0.39
H 0.35 -1.73 0.27
H -1.05 -1.39 1.13
H -1.27 -1.92 -0.54
H 0.25 -0.14 -1.25
H -1.35 2.82 0.52
*
```

Now the natural (NBO) charges, all in e: -0.458 -0.090 -0.329 -0.593 -0.588 -0.338 0.399 0.206 0.202 0.181 0.205 0.211 0.212 0.212 0.206 0.208 0.215 -0.060

=====

DFT (ωB97M-V with the def2-TZVPD basis set) results for one molecule with the formula C6H12.

Results
DFT total energy	-6415.822	eV
Kohn-Sham gap	10.74	eV
ΔE to the lowest compared entry with this formula, charge and spin	1.1187	eV
highest occupied orbital energy	-9.59	eV

Geometry as ORCA input:
```
! RIJCOSX wB97M-V def2-TZVPD def2/J DEFGRID3
* xyz 0 1
C -1.03 1.42 -0.39
C -0.13 0.39 -1.05
C -0.13 -1.05 -0.56
C -1.03 -1.54 0.56
C 1.08 -0.18 -0.36
C 1.62 0.49 0.87
H -0.63 2.43 -0.52
H -1.17 1.26 0.68
H -2.02 1.40 -0.86
H 0.04 0.60 -2.10
H 0.00 -1.81 -1.33
H -2.03 -1.78 0.19
H -1.15 -0.81 1.37
H -0.61 -2.45 1.01
H 1.89 -0.43 -1.05
H 0.84 0.74 1.60
H 2.07 1.43 0.53
H 2.39 -0.11 1.36
*
```

Now the natural (NBO) charges, all in e: -0.616 -0.227 -0.217 -0.612 -0.222 -0.611 0.210 0.205 0.213 0.208 0.210 0.211 0.205 0.212 0.205 0.205 0.210 0.211

=====

DFT (ωB97M-V with the def2-TZVPD basis set) results for one molecule with the formula C6H12 at a distorted geometry.

Results
DFT total energy	-6414.536	eV
Kohn-Sham gap	9.94	eV
ΔE to the lowest compared entry with this formula, charge and spin	2.4044	eV
highest occupied orbital energy	-8.84	eV

Geometry as ORCA input:
```
! RIJCOSX wB97M-V def2-TZVPD def2/J DEFGRID3
* xyz 0 1
C 0.06 -3.03 -0.57
C -0.56 -1.78 -0.09
C -0.05 -0.47 -0.09
C -0.87 0.65 0.50
C -0.26 1.97 0.04
C 1.17 2.27 0.41
H 0.99 -3.42 -0.08
H -0.64 -3.90 -0.45
H 0.13 -2.84 -1.71
H -1.63 -1.99 -0.06
H 1.05 -0.54 -0.15
H -0.97 0.60 1.62
H -1.87 0.70 0.06
H -0.84 2.83 0.40
H -0.35 2.06 -1.06
H 1.58 1.30 0.77
H 1.64 2.51 -0.67
H 1.42 3.10 1.14
*
```

Now the natural (NBO) charges, all in e: -0.668 -0.152 -0.229 -0.439 -0.402 -0.618 0.223 0.214 0.232 0.181 0.201 0.213 0.220 0.202 0.196 0.204 0.206 0.217

=====

DFT (ωB97M-V with the def2-TZVPD basis set) results for a 2-piece molecular cluster, C6H12 overall.

Results
DFT total energy	-6412.247	eV
Kohn-Sham gap	8.53	eV
ΔE to the lowest compared entry with this formula, charge and spin	4.6938	eV
highest occupied orbital energy	-8.26	eV

Geometry as ORCA input:
```
! RIJCOSX wB97M-V def2-TZVPD def2/J DEFGRID3
* xyz 0 1
C 2.02 1.76 -0.43
C 1.02 -1.00 0.61
C 0.01 -1.29 -0.35
C -1.28 -1.82 0.38
C -1.34 -0.51 -0.27
C -1.45 0.76 0.53
H 1.64 1.47 -1.41
H 1.62 2.75 -0.16
H 3.11 1.80 -0.45
H 1.69 1.03 0.33
H 1.98 -1.39 0.22
H 0.18 -1.76 -1.32
H -1.21 -1.86 1.46
H -1.72 -2.69 -0.10
H -1.81 -0.49 -1.25
H -2.50 0.96 0.77
H -1.06 1.61 -0.04
H -0.88 0.68 1.46
*
```

Now the natural (NBO) charges, all in e: -0.853 -0.138 -0.416 -0.329 -0.177 -0.618 0.208 0.213 0.214 0.228 0.116 0.198 0.238 0.228 0.222 0.213 0.215 0.239

=====

DFT (ωB97M-V with the def2-TZVPD basis set) results for C6H12 as an isolated structure at a distorted geometry.

Results
DFT total energy	-6413.589	eV
Kohn-Sham gap	9.26	eV
ΔE to the lowest compared entry with this formula, charge and spin	3.3517	eV
highest occupied orbital energy	-7.99	eV

Geometry as ORCA input:
```
! RIJCOSX wB97M-V def2-TZVPD def2/J DEFGRID3
* xyz 0 1
C -2.42 -0.21 -0.25
C -1.28 0.39 0.58
C 0.00 0.58 -0.16
C 1.27 0.90 0.59
C 2.14 -0.08 -0.20
C 0.99 -1.00 -0.56
H -2.64 0.42 -1.12
H -2.14 -1.20 -0.62
H -3.33 -0.32 0.34
H -1.58 1.38 0.96
H -1.09 -0.23 1.47
H 0.11 0.23 -1.20
H 1.59 1.95 0.60
H 1.17 0.56 1.63
H 2.97 -0.54 0.35
H 2.54 0.41 -1.09
H 0.66 -1.70 0.20
H 1.07 -1.53 -1.54
*
```

Now the natural (NBO) charges, all in e: -0.601 -0.434 -0.195 -0.425 -0.415 -0.420 0.207 0.202 0.210 0.214 0.186 0.268 0.203 0.189 0.208 0.201 0.195 0.206

=====

DFT (ωB97M-V with the def2-TZVPD basis set) results for one molecule with the formula C6H12.

Results
DFT total energy	-6415.726	eV
Kohn-Sham gap	10.82	eV
ΔE to the lowest compared entry with this formula, charge and spin	1.2143	eV
highest occupied orbital energy	-9.67	eV

Geometry as ORCA input:
```
! RIJCOSX wB97M-V def2-TZVPD def2/J DEFGRID3
* xyz 0 1
C -0.21 -0.70 -1.68
C -0.98 0.08 -0.61
C -0.33 1.13 0.33
C 1.11 1.50 0.10
C -0.78 -0.19 0.90
C 0.17 -1.30 1.28
H -0.26 -1.78 -1.50
H 0.84 -0.42 -1.83
H -0.71 -0.54 -2.65
H -1.99 0.25 -0.98
H -0.92 1.97 0.70
H 1.16 2.23 -0.72
H 1.69 0.63 -0.20
H 1.59 1.94 0.98
H -1.61 -0.10 1.60
H 1.03 -1.31 0.60
H -0.35 -2.26 1.17
H 0.55 -1.23 2.31
*
```

Now the natural (NBO) charges, all in e: -0.626 -0.230 -0.219 -0.613 -0.224 -0.614 0.211 0.208 0.217 0.213 0.213 0.211 0.203 0.212 0.211 0.205 0.210 0.212